(1)
Formula: H4S2
Source: OMol25
Level of theory: wB97M-V/def2-TZVPD

Atoms and positions in Å:
S: -3.1038 -1.1264 1.0817
H: -3.3305 -1.3144 -0.2316
H: -2.5257 0.0694 0.8638
S: 3.0439 1.3581 -0.8198
H: 1.9976 0.5475 -0.5750
H: 3.9186 0.4660 -0.3190

The value obtained for the HOMO energy is -9.84 eV. As for the LUMO energy: 0.607 eV. Its total charge is 0. For the energy above the lowest of the compared OMol25 structures with the same formula, charge and spin, the calculation gives 1.2 kcal per mole. The calculation puts the frontier orbital gap at 0.3838 hartree. As for the SMILES: S.S.

---

(2)
Formula: C4H6N2O
Source: OMol25
Level of theory: wB97M-V/def2-TZVPD

Atoms and positions in Å:
C: -2.7421 0.4786 0.8696
O: -2.4868 -0.5124 1.5048
C: 0.0574 -0.1524 -0.7993
N: 0.6465 1.0351 -0.7879
N: 1.8876 0.7792 -0.3532
C: 2.1029 -0.5307 -0.0885
C: 0.9220 -1.1786 -0.3652
H: -3.6588 0.5558 0.2496
H: -2.0772 1.3636 0.8583
H: -0.9720 -0.2368 -1.1234
H: 2.5407 1.5406 -0.2656
H: 3.0579 -0.8906 0.2680
H: 0.7074 -2.2319 -0.2612

The value obtained for the HOMO energy is -9.49 eV. As for the LUMO energy: 0.968 eV. Its total charge is 0. For the energy above the lowest of the compared OMol25 structures with the same formula, charge and spin, the calculation gives 47.9 kcal per mole. The calculation puts the frontier orbital gap at 0.3842 hartree. As for the SMILES: c1cn[nH]c1.C=O.